Entry 1:
The following is a quantum chemistry calculation of a structure of composition C32H46BBrN6O5S, from the Open Molecules 2025 dataset.

```
92
Properties=species:S:1:pos:R:3:forces:R:3:lowdin_charge:R:1
C -4.03325 0.05539 1.18380 -0.1 0.3 0.2 0.01
C -2.94406 0.79962 1.04016 -0.2 -0.3 0.2 -0.15
C -1.61809 0.26308 0.65398 0.2 -0.1 0.7 -0.11
C -1.32923 0.20562 -0.76227 0.8 0.1 -0.2 -0.09
C -2.36242 0.64368 -1.78943 -0.5 -0.6 0.6 -0.11
C -2.94574 2.01964 -1.57067 -0.2 -0.1 0.0 -0.78
O -2.33322 3.02210 -1.54110 0.3 0.3 0.1 0.07
Br -4.91470 2.11135 -1.43328 0.1 0.0 -0.3 0.70
C -0.12441 -0.27304 -1.21234 0.0 -0.4 -0.8 -0.12
C 0.28198 -0.39989 -2.66330 -0.2 0.6 0.1 -0.01
B 0.89909 0.99697 -3.14029 0.0 -0.4 -0.1 -0.65
O 1.76071 1.65271 -2.29326 -0.3 -0.1 0.2 0.15
O 0.57415 1.54592 -4.36791 -0.3 0.5 0.8 0.16
C 0.85116 -0.70457 -0.26875 -0.8 0.3 0.3 -0.31
N 2.06197 -1.18757 -0.53764 0.2 -0.2 0.2 -0.20
S 2.72965 -1.51260 0.89110 -0.1 0.1 -0.3 1.03
N 1.55666 -1.06286 1.87865 0.0 -0.1 0.1 -0.22
C 0.54338 -0.63148 1.11555 0.3 -0.1 0.1 -0.28
C -0.71170 -0.14562 1.59845 0.1 -0.1 0.0 -0.09
C -0.85652 -0.10121 3.10681 0.0 -0.1 -0.1 -0.11
C -2.11738 -0.73736 3.71139 0.2 0.4 -0.3 -0.16
C -1.91166 -1.29354 5.11402 0.1 -0.5 -0.3 -0.18
O -2.21158 -0.35714 6.14652 -0.2 -0.2 -0.3 0.01
C -3.50357 0.03244 6.26778 -0.1 0.5 0.1 -0.53
C -4.64713 -0.86543 5.85815 -0.1 0.2 -0.4 0.02
O -3.73177 1.11425 6.72887 0.1 0.1 0.3 0.11
H -5.00363 0.52901 1.17348 -0.1 0.1 0.5 0.02
H -4.03566 -1.01223 1.34461 0.1 -0.2 -0.7 0.08
H -3.03266 1.86693 1.21556 0.0 0.2 -0.6 0.12
H -1.93960 0.67010 -2.78487 0.2 0.1 -0.2 0.11
H -3.15248 -0.10435 -1.82412 -0.2 0.1 0.0 0.12
H -0.54192 -0.70956 -3.30141 -0.1 -0.1 -0.1 0.11
H 1.04451 -1.17312 -2.73975 0.1 0.0 0.0 0.10
H 1.36367 2.46889 -1.96773 0.4 0.3 -0.2 0.13
H -0.38513 1.51991 -4.46133 0.1 -0.3 -0.6 0.10
H -0.71124 0.92986 3.43298 -0.2 0.1 0.2 0.14
H -0.01284 -0.64955 3.51547 0.2 0.0 -0.1 0.09
H -2.43522 -1.54645 3.05691 0.0 -0.2 0.0 0.12
H -2.91755 -0.00377 3.69626 -0.3 -0.1 0.1 0.10
H -2.48490 -2.21331 5.21854 -0.2 0.0 0.3 0.11
H -0.87561 -1.59371 5.24257 0.1 0.2 0.2 0.13
H -5.03343 -1.40051 6.72000 0.2 -0.2 0.1 0.10
H -4.43827 -1.53496 5.03235 0.1 -0.2 0.1 0.07
H -5.44157 -0.19876 5.53933 -0.1 0.1 0.0 0.09
C -9.17298 1.49572 -1.01524 0.0 0.0 0.0 -0.11
C -9.57591 1.14433 0.41148 -0.1 0.1 -0.2 -0.26
C -8.37741 0.77000 1.29077 -0.2 -0.1 -0.1 -0.19
C -7.68266 -0.40543 0.75477 -0.1 0.3 0.3 -0.25
N -7.14601 -1.32512 0.33270 0.2 -0.3 -0.1 0.16
H -8.70607 0.64524 -1.51452 0.0 0.0 0.0 0.07
H -10.04693 1.77760 -1.60196 0.0 0.0 0.0 0.07
H -8.47033 2.33154 -1.03453 0.0 0.0 0.0 0.07
H -10.28454 0.31447 0.39408 0.0 0.0 0.1 0.11
H -10.09120 1.99453 0.86131 0.0 0.0 0.1 0.11
H -8.70565 0.54061 2.30485 0.1 0.0 0.0 0.12
H -7.66922 1.59917 1.34570 0.0 0.0 0.0 0.12
C 4.51217 1.44262 -3.66749 0.1 0.0 -0.1 -0.11
C 5.68648 1.81264 -4.56608 -0.2 -0.1 0.1 -0.25
C 7.03961 1.69375 -3.85452 -0.2 0.1 -0.1 -0.19
C 7.10410 2.58617 -2.69445 0.1 -0.3 -0.2 -0.24
N 7.14124 3.28326 -1.78672 0.0 0.2 0.3 0.14
H 4.43263 2.11130 -2.81177 0.0 0.0 0.0 0.07
H 3.57616 1.51120 -4.21901 0.0 0.0 0.0 0.06
H 4.61208 0.42033 -3.29297 0.0 0.0 0.0 0.08
H 5.55373 2.83301 -4.92994 0.1 0.0 0.0 0.11
H 5.69413 1.16011 -5.44157 0.1 0.0 0.0 0.11
H 7.85183 1.95329 -4.53399 0.1 0.0 0.0 0.12
H 7.20151 0.67038 -3.51240 0.0 0.0 0.0 0.12
C 3.18794 -2.18372 -5.40508 0.0 0.0 0.1 -0.10
C 3.47426 -3.18223 -4.28875 0.0 0.2 -0.1 -0.26
C 3.47048 -4.63588 -4.77503 -0.1 0.2 0.1 -0.19
C 2.16354 -4.99634 -5.32989 0.4 -0.1 0.1 -0.24
N 1.13866 -5.27742 -5.75611 -0.3 0.0 -0.1 0.15
H 2.19464 -2.33293 -5.83065 0.0 -0.1 0.0 0.07
H 3.22912 -1.16378 -5.01971 0.0 0.0 0.0 0.06
H 3.92115 -2.27100 -6.20932 0.0 0.0 0.0 0.08
H 2.73236 -3.06206 -3.49652 0.0 -0.1 0.0 0.10
H 4.44847 -2.96196 -3.84838 0.0 -0.1 0.0 0.11
H 3.69344 -5.31354 -3.95071 0.0 -0.1 0.0 0.12
H 4.22833 -4.78332 -5.54587 0.0 0.0 0.0 0.12
C 6.61343 1.76142 4.54830 0.0 0.0 0.0 -0.11
C 6.06848 0.82611 3.47513 0.1 0.2 0.0 -0.26
C 4.73886 0.17281 3.87241 0.3 0.0 0.0 -0.19
C 4.90023 -0.63500 5.08358 -0.3 0.2 -0.3 -0.24
N 5.02974 -1.26096 6.03368 0.1 -0.2 0.3 0.15
H 6.83139 1.22401 5.47215 -0.1 0.0 0.0 0.07
H 7.54056 2.22609 4.21344 0.0 0.0 0.0 0.07
H 5.90054 2.55636 4.77520 0.0 0.0 0.0 0.08
H 6.80676 0.05003 3.26475 -0.1 0.0 0.0 0.11
H 5.91981 1.38646 2.55030 -0.1 -0.1 0.0 0.11
H 4.38346 -0.47247 3.06978 -0.1 0.0 0.0 0.06
H 3.97879 0.93371 4.05496 0.0 0.0 0.0 0.12
```
Forces are in eV/Å.

For the gap between HOMO and LUMO, the calculation gives 0.298 hartree. The value obtained for the highest occupied orbital energy is -8.983 eV. The lowest unoccupied orbital energy is -0.032 Ha. Its spin multiplicity is 1.

Entry 2:
The following is a quantum chemistry calculation of a cluster of 2 separate species, C2H5ClN2 in total, from the Open Molecules 2025 dataset.

```
10
Properties=species:S:1:pos:R:3:forces:R:3:lowdin_charge:R:1
C -0.50642 -0.30522 1.20431 0.1 0.9 -0.6 0.03
C 0.54158 1.38773 -0.11279 0.0 0.9 -0.7 -0.14
N -0.01048 0.79848 1.03744 -1.2 -2.0 1.7 -0.08
N -0.53068 -1.46839 -0.96569 -1.7 1.0 0.6 -0.55
Cl 0.97655 -2.11667 -1.10001 1.5 -0.8 -0.1 0.45
H -0.99884 -0.69545 2.10611 0.2 -0.2 -0.4 0.07
H -0.18703 2.13687 -0.46312 0.4 0.3 0.4 0.08
H 0.38876 0.60352 -0.89747 1.6 0.7 0.2 0.05
H 1.50522 1.93196 0.24850 -1.4 -1.3 -1.5 0.12
H -1.17865 -2.27283 -1.05727 0.3 0.5 0.6 -0.03
```
Forces are in eV/Å.

For the gap between HOMO and LUMO (spin up / spin down), the calculation gives 0.259 / 0.323 hartree. The relative energy (zero: lowest compared OMol25 entry of this formula, charge and spin) comes out at 500.92 kJ/mol. The value obtained for the highest occupied orbital energy (spin up / spin down) is -7.435 / -8.713 eV. The lowest unoccupied orbital energy (spin up / spin down) is -0.014 / 0.003 Ha. Its spin multiplicity is 1.

Entry 3:
The following is a quantum chemistry calculation of a structure of composition C6H10AlClF3O3, from the Open Molecules 2025 dataset.

```
24
Properties=species:S:1:pos:R:3:forces:R:3:lowdin_charge:R:1
O 3.30814 0.23766 1.57510 -2.8 -1.1 8.1 -0.16
C 2.81893 0.23233 2.83319 0.9 3.8 -5.9 -0.72
Cl 3.02376 -1.14601 4.06011 0.0 1.1 -1.4 0.45
C 1.91326 1.53817 3.35535 2.3 -1.0 0.2 -0.32
Al -0.07051 0.92763 3.09120 0.1 -0.2 -0.1 0.17
H 2.11246 2.46817 2.64765 0.0 -2.2 1.5 0.06
H 2.15151 1.78328 4.49714 -0.4 -0.7 -2.5 0.06
H -1.07076 1.63855 4.10111 -0.1 0.3 0.5 -0.17
H -0.04224 -0.67148 3.30523 -0.1 -0.1 0.0 -0.14
H -0.55392 1.33235 1.62457 0.3 0.1 -0.2 -0.14
C 0.78709 -0.70952 -3.35586 0.1 0.1 0.3 -0.07
C -0.70598 -0.71072 -3.62782 0.4 0.2 -0.4 -0.22
O -1.42971 -1.11853 -2.45670 -0.7 0.8 1.2 0.00
C -1.66797 -0.14076 -1.52388 1.6 1.9 -2.0 -0.32
O -1.29907 1.02415 -1.64378 -1.2 -2.9 0.6 0.14
C -2.48499 -0.69871 -0.35903 -0.8 -0.5 2.9 -0.48
F -2.03949 -1.91780 0.06235 -0.1 1.0 -0.8 0.14
F -3.79751 -0.86905 -0.68892 0.8 0.2 -0.4 0.13
F -2.46991 0.10815 0.73777 0.0 -0.8 -1.9 0.09
H 1.11069 -1.68576 -2.98067 -0.1 0.1 -0.2 0.08
H 1.34593 -0.47687 -4.26666 -0.1 0.0 0.1 0.08
H 1.04790 0.02792 -2.59081 -0.1 0.0 -0.2 0.08
H -0.93492 -1.43958 -4.41233 -0.2 0.0 0.4 0.12
H -1.05272 0.26643 -3.98431 0.0 -0.1 0.3 0.12
```
Forces are in eV/Å.

Its net charge is -1. For the gap between HOMO and LUMO, the calculation gives 0.290 hartree. The value obtained for the highest occupied orbital energy is -5.138 eV. The lowest unoccupied orbital energy is 0.102 Ha. Its spin multiplicity is 1.